(1)
8 unconnected molecules or ions with the total composition C10H36N8O8 at a distorted geometry. Source: the OMol25 dataset; level of theory: ωB97M-V/def2-TZVPD.

Geometry as XYZ:
```
62
Properties=species:S:1:pos:R:3
N 1.276 5.035 -2.058
C 1.093 4.009 -1.280
N 0.308 4.202 -0.272
O 1.790 2.859 -1.548
H 1.952 4.991 -2.841
H 0.995 5.990 -1.844
H 0.376 3.586 0.566
H -0.402 4.910 -0.370
N -1.815 1.220 0.000
C -2.325 -0.001 0.004
N -3.136 -0.321 -0.968
O -1.928 -0.929 0.923
H -1.367 1.447 0.885
H -2.227 2.124 -0.265
H -3.257 -1.318 -1.175
H -3.540 0.299 -1.652
N -0.149 1.101 -2.069
C -0.272 0.326 -3.107
N -1.401 -0.337 -3.156
O 0.591 0.380 -4.204
H 0.754 1.661 -1.910
H -0.926 1.125 -1.309
H -1.501 -1.079 -3.886
H -1.960 -0.278 -2.280
N 0.089 1.497 3.988
C 0.055 2.493 3.128
N -0.208 3.615 3.685
O -0.155 2.331 1.778
H 0.333 0.605 3.623
H 0.017 1.578 4.991
H -0.420 4.387 3.072
H 0.010 3.875 4.683
C -0.884 -1.707 3.993
C 0.365 -2.229 3.378
O 0.948 -0.973 3.028
H -0.852 -0.991 4.836
H -1.284 -2.535 4.514
H -1.558 -1.363 3.283
H 0.064 -2.963 2.578
H 0.937 -2.705 4.180
H 1.193 -0.886 2.059
C 2.667 0.267 0.445
C 2.093 -0.782 -0.596
O 0.710 -0.943 -0.260
H 2.108 1.185 0.320
H 3.672 0.509 0.014
H 2.774 -0.075 1.489
H 2.534 -1.760 -0.545
H 2.183 -0.337 -1.617
H 0.247 -0.246 -0.752
C 0.073 -4.444 -0.309
O -0.701 -3.305 -0.083
H 0.503 -4.707 0.640
H 0.941 -4.161 -0.926
H -0.434 -5.283 -0.759
H -0.199 -2.460 -0.152
C 0.150 -3.019 -3.687
O -1.130 -2.795 -4.324
H 0.115 -4.044 -3.467
H 0.370 -2.402 -2.802
H 0.895 -2.836 -4.483
H -1.122 -3.371 -5.131
```

Total charge: 0
Electronic energy, eV: -39252.6005
SMILES: NC(N)=O.NC(N)=O.NC(N)=O.NC(N)=O.CCO.CCO.CO.CO
E_LUMO, eV: 0.03

Electronic structure analysis, Mulliken charges in units of e:
1 N -0.434
2 C 0.546
3 N -0.298
4 O -0.759
5 H 0.296
6 H 0.163
7 H 0.294
8 H 0.198
9 N -0.156
10 C 0.007
11 N -0.499
12 O -0.556
13 H 0.064
14 H 0.350
15 H 0.297
16 H 0.319
17 N -0.294
18 C 0.406
19 N -0.272
20 O -0.792
21 H 0.046
22 H 0.401
23 H 0.346
24 H 0.436
25 N -0.197
26 C 0.346
27 N -0.393
28 O -0.793
29 H 0.328
30 H 0.217
31 H 0.268
32 H 0.210
33 C -1.389
34 C 0.224
35 O -0.731
36 H 0.318
37 H 0.454
38 H 0.275
39 H -0.016
40 H 0.356
41 H 0.061
42 C -1.292
43 C -0.539
44 O 0.974
45 H 0.278
46 H 0.398
47 H 0.431
48 H 0.389
49 H 0.312
50 H -0.433
51 C -0.719
52 O -0.461
53 H 0.248
54 H 0.248
55 H 0.292
56 H 0.247
57 C -0.351
58 O -0.585
59 H 0.364
60 H -0.102
61 H 0.330
62 H 0.321

=====

(2)
A molecular structure, C10H37B2O5Sr at a distorted geometry. Source: the OMol25 dataset; level of theory: ωB97M-V/def2-TZVPD.

Geometry as XYZ:
```
55
Properties=species:S:1:pos:R:3
Sr 21.938 -7.535 -30.497
B 23.818 -8.641 -32.157
H 23.783 -7.612 -32.836
H 22.722 -9.107 -32.093
H 24.604 -9.401 -32.670
H 24.193 -8.326 -31.061
B 20.188 -5.868 -29.050
H 19.485 -6.582 -29.710
H 21.200 -5.626 -29.620
H 19.616 -4.821 -28.829
H 20.456 -6.432 -28.005
C 21.003 -11.934 -28.723
C 21.804 -10.631 -28.526
O 22.266 -10.108 -29.714
H 20.928 -12.444 -27.751
H 21.552 -12.618 -29.373
H 20.023 -11.697 -29.135
H 22.658 -10.874 -27.856
H 21.105 -9.898 -28.067
C 17.618 -7.588 -31.713
C 18.469 -8.690 -31.142
O 19.769 -8.694 -31.757
H 16.648 -7.536 -31.206
H 17.402 -7.739 -32.773
H 18.103 -6.625 -31.552
H 17.992 -9.662 -31.297
H 18.631 -8.560 -30.075
H 19.793 -9.404 -32.402
C 22.992 -3.361 -30.704
C 24.159 -4.256 -31.065
O 23.783 -5.618 -30.973
H 22.815 -3.388 -29.628
H 22.048 -3.664 -31.154
H 23.221 -2.344 -31.024
H 24.990 -4.028 -30.386
H 24.520 -4.058 -32.082
H 24.467 -6.188 -31.347
C 23.638 -6.915 -26.031
C 23.069 -7.842 -27.089
O 23.426 -7.388 -28.398
H 24.723 -6.847 -26.146
H 23.401 -7.304 -25.041
H 23.252 -5.902 -26.161
H 21.987 -7.921 -27.064
H 23.486 -8.841 -26.934
H 24.355 -7.600 -28.526
C 20.376 -5.930 -34.688
C 21.539 -5.706 -33.757
O 21.158 -5.948 -32.391
H 19.491 -5.346 -34.456
H 20.176 -6.995 -34.821
H 20.721 -5.686 -35.706
H 21.881 -4.670 -33.835
H 22.358 -6.399 -33.926
H 20.673 -5.188 -32.057
```

Total charge: -1
Electronic energy, eV: -23396.6019
E_LUMO, eV: 2.70

Electronic structure analysis, Mulliken charges in units of e:
1 Sr 0.307
2 B 0.587
3 H -0.415
4 H -0.318
5 H -0.221
6 H -0.315
7 B 1.018
8 H -0.461
9 H -0.496
10 H -0.241
11 H -0.350
12 C -1.275
13 C 0.134
14 O -0.605
15 H 0.391
16 H 0.286
17 H 0.209
18 H 0.072
19 H -0.023
20 C -1.000
21 C -0.352
22 O -0.072
23 H 0.352
24 H 0.328
25 H 0.126
26 H 0.430
27 H 0.199
28 H 0.127
29 C -1.012
30 C -0.298
31 O -0.189
32 H 0.255
33 H 0.104
34 H 0.393
35 H 0.325
36 H 0.358
37 H 0.176
38 C -1.270
39 C -0.026
40 O -0.150
41 H 0.321
42 H 0.389
43 H 0.272
44 H 0.142
45 H 0.208
46 H 0.169
47 C -1.199
48 C -0.249
49 O 0.412
50 H 0.328
51 H 0.223
52 H 0.403
53 H 0.281
54 H 0.208
55 H 0.006

=====

(3)
A molecular structure, C10H37CaN10O9 at a distorted geometry. Source: the OMol25 dataset; level of theory: ωB97M-V/def2-TZVPD.

Geometry as XYZ:
```
67
Properties=species:S:1:pos:R:3
Ca 2.688 0.893 3.114
C 0.353 0.946 -0.828
C 0.582 0.168 0.450
O 1.840 -0.003 1.050
H 1.208 0.843 -1.496
H 0.428 2.012 -0.613
H -0.565 0.797 -1.398
H 0.166 -0.840 0.463
H -0.126 0.615 1.148
C 1.749 -2.689 -3.372
O 0.670 -3.298 -4.026
H 2.645 -2.790 -3.984
H 1.603 -1.693 -2.955
H 2.029 -3.370 -2.568
H 0.880 -3.943 -4.706
C 4.243 -0.860 -1.550
O 3.855 -1.524 -0.303
H 3.443 -0.267 -1.994
H 5.149 -0.349 -1.226
H 4.586 -1.545 -2.326
H 3.068 -1.040 -0.041
C 3.106 3.532 -0.468
O 3.420 2.151 -0.808
H 2.037 3.743 -0.449
H 3.577 3.987 0.404
H 3.465 4.153 -1.289
H 2.717 1.601 -0.455
C -2.084 3.543 -0.781
O -2.292 3.509 -1.945
N -2.736 2.788 0.060
N -1.249 4.370 -0.187
H -3.412 2.192 -0.398
H -2.433 2.565 0.997
H -1.029 4.428 0.797
H -0.832 5.033 -0.825
C -2.190 -3.060 1.623
O -2.293 -1.975 2.213
N -3.236 -3.892 1.565
N -1.205 -3.543 0.918
H -4.075 -3.370 1.776
H -3.188 -4.639 0.887
H -1.361 -4.488 0.597
H -0.349 -3.013 0.845
C -2.539 1.353 -4.530
O -3.052 0.343 -5.066
N -1.667 1.352 -3.514
N -2.835 2.537 -4.910
H -1.362 0.517 -3.034
H -1.357 2.248 -3.166
H -3.426 2.612 -5.725
H -2.471 3.365 -4.460
C 1.833 -2.311 3.647
O 1.859 -1.174 4.043
N 1.702 -3.338 4.402
N 1.780 -2.628 2.391
H 1.861 -3.040 5.354
H 2.040 -4.216 4.035
H 1.652 -3.539 1.975
H 1.719 -1.860 1.737
C -2.377 1.287 3.497
O -2.100 2.302 2.916
N -3.536 0.942 4.083
N -1.629 0.219 3.529
H -3.635 -0.010 4.407
H -4.271 1.634 4.105
H -2.195 -0.615 3.460
H -0.845 0.343 2.905
```

Total charge: +1
Electronic energy, eV: -62733.3067
E_LUMO, eV: -5.31

Electronic structure analysis, Mulliken charges in units of e:
1 Ca 1.433
2 C -0.741
3 C 0.985
4 O -0.376
5 H 0.408
6 H -0.030
7 H 0.120
8 H -0.426
9 H -0.415
10 C -0.379
11 O -0.545
12 H 0.317
13 H 0.000
14 H 0.303
15 H 0.311
16 C -0.618
17 O -0.595
18 H 0.187
19 H 0.293
20 H 0.270
21 H 0.462
22 C -0.503
23 O -0.443
24 H 0.079
25 H 0.268
26 H 0.276
27 H 0.211
28 C 0.471
29 O -0.749
30 N -0.241
31 N -0.312
32 H 0.210
33 H 0.228
34 H 0.169
35 H 0.206
36 C 0.644
37 O -0.670
38 N -0.495
39 N -0.257
40 H 0.267
41 H 0.176
42 H 0.179
43 H 0.120
44 C 0.562
45 O -0.730
46 N -0.086
47 N -0.307
48 H 0.159
49 H 0.174
50 H 0.232
51 H 0.186
52 C 0.577
53 O -0.681
54 N -0.412
55 N -0.073
56 H 0.295
57 H 0.242
58 H 0.266
59 H -0.195
60 C 0.686
61 O -0.774
62 N -0.412
63 N -0.304
64 H 0.179
65 H 0.234
66 H 0.347
67 H 0.045

=====

(4)
10 unconnected molecules or ions with the total composition C10H38NO12 at a distorted geometry. Source: the OMol25 dataset; level of theory: ωB97M-V/def2-TZVPD.

Geometry as XYZ:
```
61
Properties=species:S:1:pos:R:3
N -0.216 0.540 0.769
O -0.052 1.696 0.327
O -1.103 0.360 1.645
O 0.438 -0.415 0.315
C -3.899 -1.418 2.329
O -2.865 -0.969 3.219
H -4.405 -2.273 2.766
H -4.506 -0.505 2.230
H -3.556 -1.574 1.301
H -2.244 -0.484 2.643
C 4.367 2.450 -1.630
C 2.888 2.617 -1.962
C 2.290 1.297 -2.375
O 2.254 3.002 -0.739
H 4.589 1.699 -0.874
H 4.753 3.353 -1.136
H 5.050 2.411 -2.481
H 2.824 3.396 -2.732
H 2.637 0.534 -1.680
H 2.598 0.912 -3.355
H 1.205 1.345 -2.492
H 1.340 2.682 -0.809
C -1.968 1.055 -4.228
C -2.719 1.078 -2.893
C -2.564 -0.213 -2.088
O -2.203 2.173 -2.155
H -0.911 0.828 -4.104
H -2.137 1.954 -4.821
H -2.464 0.303 -4.855
H -3.784 1.308 -3.064
H -1.510 -0.322 -1.829
H -2.847 -1.046 -2.740
H -3.242 -0.240 -1.236
H -2.536 2.003 -1.254
C 1.593 -5.458 2.720
C 1.348 -4.181 1.964
C -0.100 -3.898 1.654
O 1.886 -3.102 2.749
H 1.364 -6.297 2.052
H 0.884 -5.619 3.536
H 2.609 -5.592 3.084
H 1.884 -4.204 1.009
H -0.430 -2.866 1.526
H -0.765 -4.371 2.383
H -0.378 -4.334 0.688
H 1.361 -2.302 2.659
O 1.128 -3.037 -1.270
H 1.019 -2.767 -2.187
H 0.850 -2.271 -0.750
O -0.796 2.876 3.086
H -0.840 2.139 2.453
H -0.505 3.636 2.554
O 0.900 4.709 1.769
H 1.050 4.407 0.864
H 1.556 4.232 2.290
O 3.237 0.671 1.175
H 3.258 1.435 0.581
H 2.585 0.076 0.780
O -3.295 2.330 0.520
H -2.771 1.786 1.127
H -4.133 2.463 0.973
```

Total charge: -1
Electronic energy, eV: -37045.6407
E_LUMO, eV: 2.72

Electronic structure analysis, Mulliken charges in units of e:
1 N 0.588
2 O -0.326
3 O -0.852
4 O -0.474
5 C -0.533
6 O -0.564
7 H 0.283
8 H 0.220
9 H 0.139
10 H 0.628
11 C -1.434
12 C 0.286
13 C -0.869
14 O -0.478
15 H 0.346
16 H 0.361
17 H 0.390
18 H 0.280
19 H 0.152
20 H 0.436
21 H 0.227
22 H 0.350
23 C -1.400
24 C 0.697
25 C -1.115
26 O -0.512
27 H 0.233
28 H 0.378
29 H 0.396
30 H 0.242
31 H 0.084
32 H 0.438
33 H 0.364
34 H 0.220
35 C -1.469
36 C 0.959
37 C -1.225
38 O -0.613
39 H 0.358
40 H 0.340
41 H 0.354
42 H 0.102
43 H 0.148
44 H 0.388
45 H 0.305
46 H 0.321
47 O -0.648
48 H 0.282
49 H 0.363
50 O -0.730
51 H 0.311
52 H 0.444
53 O -0.713
54 H 0.328
55 H 0.337
56 O -0.721
57 H 0.316
58 H 0.309
59 O -0.641
60 H 0.365
61 H 0.250

=====

(5)
A molecular structure, C10H3Cl5N3PdS2. Source: the OMol25 dataset; level of theory: ωB97M-V/def2-TZVPD.

Geometry as XYZ:
```
24
Properties=species:S:1:pos:R:3
Pd 0.874 0.520 0.270
S -0.336 0.626 -1.630
C -0.122 2.272 -2.150
C -0.974 2.715 -3.217
N -1.655 3.048 -4.084
C 0.820 3.077 -1.628
S 1.809 2.576 -0.294
C 1.049 4.392 -2.158
N 1.264 5.443 -2.576
Cl -2.119 1.014 1.229
C -1.674 -0.665 1.222
C -0.377 -1.006 0.840
C -0.063 -2.353 0.953
Cl 1.535 -2.890 0.501
C -0.968 -3.324 1.384
Cl -0.518 -4.989 1.480
C -2.259 -2.942 1.730
Cl -3.407 -4.119 2.253
C -2.613 -1.596 1.654
Cl -4.208 -1.112 2.106
N 3.238 -0.120 0.566
H 3.352 -1.120 0.477
H 3.796 0.208 1.345
H 3.553 0.347 -0.275
```

Total charge: -1
Electronic energy, eV: -102654.2254
E_LUMO, eV: 2.07

Electronic structure analysis, Mulliken charges in units of e:
1 Pd -0.386
2 S -0.323
3 C 0.487
4 C -0.096
5 N -0.496
6 C 0.583
7 S -0.360
8 C -0.061
9 N -0.489
10 Cl -0.182
11 C 1.436
12 C -1.674
13 C 1.393
14 Cl -0.286
15 C -0.364
16 Cl -0.201
17 C 0.651
18 Cl -0.200
19 C -0.335
20 Cl -0.198
21 N -0.588
22 H 0.207
23 H 0.197
24 H 0.286

=====

(6)
A molecular structure, C10H3Cl5N5O3Pt. Source: the OMol25 dataset; level of theory: ωB97M-V/def2-TZVPD.

Geometry as XYZ:
```
27
Properties=species:S:1:pos:R:3
Pt 0.341 -0.904 0.212
N -0.452 -0.697 2.141
N 0.496 -1.262 3.030
C 1.398 -2.233 2.511
O 1.967 -2.942 3.319
O 1.533 -2.229 1.231
H -0.533 0.299 2.320
H -1.366 -1.135 2.211
H 0.143 -1.477 3.950
Cl -2.829 -1.619 0.030
C -2.379 -0.062 -0.633
C -1.027 0.303 -0.682
C -0.772 1.503 -1.357
Cl 0.851 2.063 -1.524
C -1.783 2.298 -1.898
Cl -1.406 3.772 -2.710
C -3.114 1.913 -1.780
Cl -4.374 2.902 -2.419
C -3.415 0.716 -1.146
Cl -5.061 0.211 -1.015
O 2.359 0.812 1.146
N 3.320 0.708 0.365
C 3.201 -0.089 -0.712
C 2.038 -0.843 -1.077
N 1.293 -1.565 -1.655
C 4.335 -0.184 -1.571
N 5.236 -0.261 -2.286
```

Total charge: -1
Electronic energy, eV: -89870.3435
E_LUMO, eV: 2.04

Electronic structure analysis, Mulliken charges in units of e:
1 Pt 0.965
2 N -0.506
3 N -0.381
4 C 0.615
5 O -0.692
6 O -0.797
7 H 0.367
8 H 0.352
9 H 0.260
10 Cl -0.211
11 C 1.122
12 C -1.808
13 C 1.159
14 Cl -0.155
15 C -0.250
16 Cl -0.186
17 C 0.521
18 Cl -0.200
19 C -0.255
20 Cl -0.198
21 O -0.393
22 N -0.345
23 C 0.515
24 C 0.670
25 N -0.691
26 C 0.075
27 N -0.553